Density functional theory data (ωB97M-V/def2-TZVPD) for a gas-phase ion, C4H7N2 (charge +1) in a non-equilibrium geometry.

The geometry in ORCA input format:
```
! RIJCOSX wB97M-V def2-TZVPD def2/J DEFGRID3
* xyz 1 1
C -0.40 0.36 -1.91
C -0.66 0.59 0.66
C -0.05 -0.10 -0.59
C 0.89 -0.81 0.13
N 0.57 -0.60 2.54
N 0.42 -0.37 1.35
H 0.04 1.35 -1.89
H -1.49 0.62 -1.96
H -0.72 1.69 0.56
H -1.75 0.24 0.86
H 0.13 -0.29 -2.68
H 1.75 -1.41 0.09
H 1.27 -1.26 2.84
*
```

Results
* lowest unoccupied orbital energy: -0.2056 Eh
* HOMO level: -15.19 eV
* Kohn-Sham gap: 9.59 eV
* SMILES string: [H]/N=[N+]1\C=C(C)C1

Density functional theory data (ωB97M-V/def2-TZVPD) for a gas-phase ion, C4H7N2 (charge +1).

The geometry in ORCA input format:
```
! RIJCOSX wB97M-V def2-TZVPD def2/J DEFGRID3
* xyz 1 1
C -1.10 -0.34 0.95
C 1.25 -0.37 -0.65
C 0.67 0.79 0.11
C -0.11 0.13 -1.02
N -0.08 0.43 1.27
N -1.20 -0.51 -0.35
H -1.78 -0.77 1.67
H 2.06 -0.14 -1.33
H 1.34 -1.32 -0.15
H 1.10 1.77 0.10
H -0.33 0.56 -1.99
H 0.13 0.76 2.20
H -1.94 -1.00 -0.82
*
```

Results
* lowest unoccupied orbital energy: -0.1309 Eh
* HOMO level: -14.63 eV
* Kohn-Sham gap: 11.06 eV
* SMILES string: C1=[NH+][C@@H]2C[C@@H]2N1

Density functional theory data (ωB97M-V/def2-TZVPD) for a gas-phase ion, C4H7N2 (charge +1) in a non-equilibrium geometry.

The geometry in ORCA input format:
```
! RIJCOSX wB97M-V def2-TZVPD def2/J DEFGRID3
* xyz 1 1
C -1.83 0.24 0.10
C 0.46 -1.44 0.18
C 0.60 -0.14 0.00
C 1.83 0.73 -0.25
N -2.87 -0.21 -0.24
N -0.66 0.60 0.41
H 1.19 -2.23 0.05
H -0.52 -1.65 0.55
H 1.58 1.72 0.13
H 1.81 0.81 -1.33
H 2.80 0.48 0.09
H -3.84 -0.45 -0.41
H -0.55 1.54 0.73
*
```

Results
* lowest unoccupied orbital energy: -0.1674 Eh
* HOMO level: -14.31 eV
* Kohn-Sham gap: 9.75 eV
* SMILES string: C=C(C)[NH+]=C=N

Density functional theory data (ωB97M-V/def2-TZVPD) for a gas-phase ion, C4H7N2 (charge +1) in a non-equilibrium geometry.

The geometry in ORCA input format:
```
! RIJCOSX wB97M-V def2-TZVPD def2/J DEFGRID3
* xyz 1 1
C 2.05 -1.48 2.32
C -0.34 -0.15 -1.38
C -1.11 0.85 -0.66
C -0.04 -0.57 1.13
N 1.07 -0.94 1.80
N 0.11 0.27 0.00
H 2.47 -1.17 3.21
H -0.78 -1.15 -1.29
H 0.19 -0.05 -2.31
H -1.14 1.96 -1.01
H -1.98 0.51 -0.07
H -1.01 -0.97 1.29
H 0.99 0.92 0.08
*
```

Results
* lowest unoccupied orbital energy: -0.1352 Eh
* HOMO level: -12.76 eV
* Kohn-Sham gap: 9.08 eV

Density functional theory data (ωB97M-V/def2-TZVPD) for 2 unconnected molecules or ions with the total composition C4H7N2 in a non-equilibrium geometry.

The geometry in ORCA input format:
```
! RIJCOSX wB97M-V def2-TZVPD def2/J DEFGRID3
* xyz 1 3
C -1.82 -1.02 0.77
C -1.17 -0.28 1.46
C 2.07 -1.08 -0.11
C -0.47 1.38 -0.89
N 0.00 0.02 -0.71
N 1.10 -0.39 -0.47
H -2.50 -1.84 0.65
H -0.63 0.51 1.80
H 2.89 -1.19 -0.75
H 2.31 -1.25 0.93
H 0.40 2.02 -1.01
H -1.29 1.36 -1.66
H -0.90 1.75 -0.03
*
```

Results
* lowest unoccupied orbital energy (alpha / beta): -0.1658 / -0.3021 Eh
* HOMO level (alpha / beta): -12.60 / -15.07 eV
* Kohn-Sham gap (alpha / beta): 8.09 / 6.85 eV

Density functional theory data (ωB97M-V/def2-TZVPD) for 2 unconnected molecules or ions with the total composition C4H7N2O in a non-equilibrium geometry.

The geometry in ORCA input format:
```
! RIJCOSX wB97M-V def2-TZVPD def2/J DEFGRID3
* xyz -1 1
C 1.99 0.35 -0.12
C 0.51 -1.67 0.03
C -1.43 1.64 0.33
C 0.88 -0.23 0.49
N 2.97 0.79 -0.54
N -0.78 0.79 -0.63
O -1.48 -0.24 -0.87
H 0.89 -1.95 -0.97
H -0.53 -1.51 -0.22
H 0.76 -2.52 0.67
H -0.89 1.85 1.24
H -1.43 2.61 -0.20
H -2.48 1.50 0.51
H 0.66 0.13 1.56
*
```

Results
* lowest unoccupied orbital energy: 0.1591 Eh
* HOMO level: -2.39 eV
* Kohn-Sham gap: 6.72 eV

Density functional theory data (ωB97M-V/def2-TZVPD) for 2 unconnected molecules or ions with the total composition C4H7N2O in a non-equilibrium geometry.

The geometry in ORCA input format:
```
! RIJCOSX wB97M-V def2-TZVPD def2/J DEFGRID3
* xyz 1 1
C -1.40 -0.18 -0.92
C 2.28 -0.53 -0.17
C -0.29 0.95 0.70
C 0.11 -0.51 0.69
N -1.08 1.06 -0.50
N -0.68 -1.07 -0.25
O 2.47 0.52 -0.57
H -2.07 -0.32 -1.73
H 2.71 -1.49 0.15
H -0.80 1.29 1.55
H 0.68 1.53 0.60
H 0.44 -0.98 1.61
H -1.82 1.75 -0.61
H -0.53 -2.01 -0.55
*
```

Results
* lowest unoccupied orbital energy (alpha / beta): -0.1477 / -0.1477 Eh
* HOMO level (alpha / beta): -11.78 / -11.78 eV
* Kohn-Sham gap (alpha / beta): 7.76 / 7.77 eV

Density functional theory data (ωB97M-V/def2-TZVPD) for a gas-phase ion, C4H7N2O (charge +1) in a non-equilibrium geometry.

The geometry in ORCA input format:
```
! RIJCOSX wB97M-V def2-TZVPD def2/J DEFGRID3
* xyz 1 1
C 0.32 2.11 0.07
C -0.97 0.21 0.18
C -2.19 -0.58 0.27
C 1.93 -1.09 -0.29
N 1.36 1.40 -0.21
N 1.26 0.14 -0.30
O -0.86 1.53 0.24
H 0.27 3.12 0.27
H -1.95 -1.53 -0.28
H -2.72 -0.93 1.19
H -3.05 -0.15 -0.32
H 3.03 -0.97 -0.13
H 1.72 -1.68 0.58
H 1.84 -1.58 -1.26
*
```

Results
* lowest unoccupied orbital energy (alpha / beta): -0.2183 / -0.2183 Eh
* HOMO level (alpha / beta): -13.76 / -13.76 eV
* Kohn-Sham gap (alpha / beta): 7.82 / 7.82 eV

The calculation returns the following energy relative to the best compared isomer or geometry (same formula, charge and spin) values, one per record and in order: 113.1, 28.6, 75.9, 128.4, 109.8, 37.7, 77.3, 160.7 kcal/mol.